Record 1
Below is a molecular structure, C19H35O7PPdS2 in a non-equilibrium geometry, with properties calculated with the ωB97M-V functional and the def2-TZVPD basis.

```
65
C19H35O7PPdS2 the ωB97M-V functional and the def2-TZVPD basis
C -3.0659 3.1436 -3.6766
C -2.2449 2.5314 -2.8227
C -2.3335 2.7267 -1.3607
O -2.8717 1.9374 -0.6501
O -1.7383 3.8374 -0.8797
C -0.4801 3.4919 -0.2191
C 0.6937 4.2565 -0.7840
C 2.0134 3.5306 -0.4972
C 2.5360 3.5787 0.9438
C 1.6738 2.8734 1.9939
C 1.4061 1.4046 1.6880
C 0.5178 0.7827 2.7858
C -0.9631 0.9721 2.3706
C -1.5449 -0.1282 1.4454
P -3.0749 -0.6374 2.2388
O -2.7231 -1.2283 3.6414
O -3.9313 -1.6892 1.4401
S -4.2380 0.9857 2.4613
C -0.5283 -1.2141 1.1347
C -0.9253 -2.2924 0.1335
C -0.4304 -1.9222 -1.2794
C 0.9570 -2.4987 -1.5666
C 1.1537 -4.0099 -1.3170
C 1.7942 -4.6848 -2.5203
C 2.0618 -6.1633 -2.3450
O -0.1964 -1.8129 2.4091
S 0.9551 -0.9477 3.1421
O 2.2012 -1.2418 2.5080
O 0.8059 -1.1839 4.5355
H -3.6754 3.9662 -3.3280
H -3.1307 2.8371 -4.7082
H -1.4827 1.8594 -3.1994
H -0.6630 3.7075 0.8284
H -0.3204 2.4246 -0.3756
H 0.5567 4.2956 -1.8655
H 0.7352 5.2866 -0.4355
H 1.9311 2.4990 -0.8526
H 2.7877 3.9819 -1.1174
H 3.5106 3.0890 0.9362
H 2.6724 4.6158 1.2439
H 0.7252 3.3901 2.1334
H 2.1880 2.9305 2.9549
H 2.3130 0.8356 1.4988
H 0.8211 1.3605 0.7663
H 0.6868 1.2646 3.7450
H -1.5381 1.0162 3.3026
H -1.0718 1.9377 1.8909
H -1.8441 0.3380 0.5001
H -3.5341 -1.4052 4.1541
H -4.0316 -1.4931 0.4952
H 0.4005 -0.7801 0.7588
H -0.4681 -3.2120 0.4879
H -1.9986 -2.4573 0.0821
H -1.1421 -2.1886 -2.0561
H -0.3504 -0.8318 -1.3204
H 1.1165 -2.3433 -2.6717
H 1.7310 -1.9415 -1.0319
H 0.2306 -4.5170 -1.0488
H 1.8657 -4.1114 -0.4973
H 2.8342 -4.1825 -2.6441
H 1.2366 -4.4813 -3.4345
H 1.1106 -6.6469 -2.1215
H 2.8000 -6.3649 -1.5748
H 2.4245 -6.6049 -3.2706
Pd 3.0937 -2.4713 -3.1783
```

* Kohn-Sham gap: 1.6 eV
* HOMO level: -14.12 eV
* total charge: +2
* LUMO: -12.524 eV

Mulliken atomic charge list, values in e, 4 entries: number 1, C, carries -0.7791; number 2, C, carries -0.1534; number 3, C, carries 0.6561; number 4, O, carries -0.5090

***

Record 2
Below is a molecular structure, C26H41BN11PPd, with properties calculated with the ωB97M-V functional and the def2-TZVPD basis.

```
81
C26H41BN11PPd the ωB97M-V functional and the def2-TZVPD basis
Pd 0.0623 -0.8692 -1.3314
C 1.9049 4.1282 0.5327
C 1.1360 3.0662 1.2525
C 1.2340 2.6687 2.6009
C 0.2570 1.7120 2.7419
N -0.3528 1.5550 1.5473
N 0.1838 2.3898 0.6295
B -1.6658 0.7777 1.2946
N -2.2154 1.0747 -0.1098
C -3.1904 1.9378 -0.4347
C -3.2903 1.9818 -1.8078
C -2.3029 1.0935 -2.2614
C -1.9421 0.7221 -3.6620
N -1.6618 0.5606 -1.2272
N -1.4515 -0.7370 1.4612
C -0.4085 -1.4001 2.0020
C -0.7256 -2.7362 2.0405
C -2.0239 -2.8032 1.4937
C -2.8802 -4.0067 1.2705
N -2.4496 -1.5971 1.1504
N -2.6984 1.2609 2.3496
C -3.6459 0.5510 2.9963
C -4.3696 1.4242 3.7747
C -3.7852 2.6831 3.5248
C -4.1441 4.0146 4.1021
N -2.7853 2.5734 2.6645
H 2.9806 3.9356 0.5256
H 1.7501 5.1029 1.0007
H 1.5604 4.1880 -0.4990
H 1.9049 3.0390 3.3589
H -0.0725 1.1612 3.6083
H -3.7254 2.4696 0.3337
H -3.9727 2.5681 -2.3990
H -2.0467 1.5777 -4.3302
H -2.5779 -0.0821 -4.0396
H -0.9075 0.3730 -3.6934
H 0.4859 -0.8835 2.3012
H -0.1055 -3.5479 2.3833
H -3.0617 -4.5448 2.2034
H -2.4067 -4.7023 0.5743
H -3.8377 -3.7007 0.8512
H -3.7370 -0.5109 2.8396
H -5.1962 1.1910 4.4255
H -5.2070 4.2299 3.9762
H -3.5694 4.7932 3.6027
H -3.9234 4.0583 5.1710
C -0.2061 -2.9895 -4.1228
C -0.6662 -3.4923 -2.7577
C -2.1237 -3.1099 -2.5129
C 0.2481 -2.9737 -1.6491
H -0.8374 -3.3703 -4.9315
H 0.8257 -3.2893 -4.3240
H -0.2399 -1.8949 -4.1419
H -0.6202 -4.5945 -2.7845
H -2.2371 -2.0220 -2.4922
H -2.4712 -3.4767 -1.5458
H -2.7800 -3.5111 -3.2919
H 1.2732 -3.3075 -1.8458
H -0.0526 -3.3892 -0.6770
C 4.5758 1.1860 0.3396
N 4.2709 -0.1443 0.8604
C 5.0650 -1.1246 0.1293
N 4.9016 -1.0744 -1.3217
C 5.1931 0.2876 -1.7644
N 4.4023 1.3221 -1.1059
C 2.9833 1.2057 -1.4769
P 2.2057 -0.4088 -1.0047
C 2.8341 -0.4291 0.7399
C 3.5422 -1.4829 -1.7093
H 5.6217 1.4073 0.5745
H 3.9376 1.9119 0.8462
H 4.8051 -2.1261 0.4796
H 6.1199 -0.9387 0.3538
H 5.0315 0.3505 -2.8430
H 6.2492 0.4860 -1.5581
H 2.8841 1.3400 -2.5580
H 2.4090 2.0002 -0.9991
H 2.6243 -1.4107 1.1745
H 2.2739 0.3135 1.3153
H 3.4594 -1.4784 -2.7997
H 3.3743 -2.5128 -1.3851
```

* Kohn-Sham gap (spin up / spin down): 5.8 / 7.6 eV
* HOMO level (spin up / spin down): -3.03 / -4.81 eV
* energy relative to the best compared isomer or geometry (same formula, charge and spin): 0.075 eV
* total charge: -1
* <S²>: 0.754
* 2S+1: 2
* LUMO (spin up / spin down): 2.757 / 2.757 eV

Mulliken atomic charge list, values in e, 4 entries: number 1, Pd, carries -0.6297; number 2, C, carries -1.4708; number 3, C, carries 0.7006; number 4, C, carries -1.4160

***

Record 3
Below is 2 unconnected molecules or ions with the total composition C5H12O in a non-equilibrium geometry, with properties calculated with the ωB97M-V functional and the def2-TZVPD basis.

```
18
C5H12O the ωB97M-V functional and the def2-TZVPD basis
C 1.3238 -0.7957 -1.7299
C 0.1681 -0.5149 -0.6658
C -0.1676 -1.7621 0.1042
H 2.2980 -1.0932 -1.3126
H 1.3686 0.2100 -2.2534
H 1.0253 -1.5833 -2.5160
H -0.7255 -0.2422 -1.2285
H 0.4969 0.2822 -0.0693
H -1.0334 -1.7879 0.7403
H -0.3113 -2.2921 -0.8262
H 0.5732 -2.0531 0.7673
O -2.1457 0.5572 1.1749
C -0.9959 0.8417 1.4644
C -0.5246 2.2647 1.1687
H -0.2753 0.1215 1.8648
H 0.6676 2.3784 1.4361
H -1.0398 2.8719 1.8098
H -0.7023 2.5970 0.0711
```

* Kohn-Sham gap: 10.8 eV
* HOMO level: -9.94 eV
* energy relative to the best compared isomer or geometry (same formula, charge and spin): 2.144 eV
* total charge: 0
* LUMO: 0.826 eV
* SMILES string: CC=O.CCC

Mulliken atomic charge list, values in e, 4 entries: number 1, C, carries -1.1777; number 2, C, carries -0.0530; number 3, C, carries -1.3602; number 4, H, carries 0.3150

***

no.,E (eV)
1,-69020.1890
2,-57467.7205
3,-7425.1673